96
Properties=species:S:1:pos:R:3:forces:R:3 method="wB97M-V/def2-TZVPD" multiplicity=3 total_charge=+3 gap_ev="4.367 / 1.343" energy_ev=-140450.5476
Cu -25.2842 -3.8382 -18.6722 -1.471 0.135 0.375
Cu -19.8162 -4.2727 -22.4592 1.473 -0.548 -1.245
O -20.7535 -7.7432 -17.1174 -0.429 1.586 -1.679
C -21.2510 -6.8057 -17.9642 0.573 -0.714 1.487
O -20.5596 -6.1666 -18.7720 -0.178 -0.153 -0.415
O -22.4455 -6.4600 -17.8315 0.137 0.369 -0.741
H -21.4639 -7.6305 -16.4816 -0.174 -0.980 1.268
C -19.4036 -2.8149 -25.7902 -0.749 1.180 -0.196
O -18.6970 -3.9051 -25.2984 -0.274 -0.264 0.887
C -18.8087 -5.0502 -26.0711 0.870 -1.534 -1.411
C -17.9761 -6.2065 -25.5438 -0.818 -0.139 1.448
N -18.1505 -6.2272 -24.0633 -0.214 -0.837 0.878
C -16.8795 -6.3094 -23.3733 1.254 1.495 -0.432
C -16.0689 -5.0050 -23.6412 -0.824 -1.111 1.204
O -16.9453 -3.9230 -23.2837 1.282 -0.105 0.840
C -16.3284 -2.6494 -23.4527 -0.751 0.870 -0.767
H -19.6928 -2.1302 -24.9930 0.629 0.083 0.515
H -20.3985 -3.0428 -26.1728 0.114 -0.549 -0.658
H -18.8112 -2.2399 -26.5019 -0.159 -0.082 -0.273
H -18.3357 -4.9629 -27.0492 -0.565 0.840 -0.579
H -19.8250 -5.4233 -26.1981 -0.373 0.446 0.075
H -16.9365 -6.1540 -25.8670 0.067 0.308 0.468
H -18.3203 -7.1574 -25.9504 -0.310 0.131 -0.182
H -18.4678 -7.1168 -23.7057 -1.284 -0.335 -0.941
H -16.3616 -7.2087 -23.7065 0.588 0.129 -0.197
H -17.0622 -6.4860 -22.3133 0.051 0.443 0.161
H -15.7113 -4.9371 -24.6686 -0.240 0.171 -0.108
H -15.1922 -5.0879 -22.9989 0.170 0.550 0.130
H -16.4862 -2.3315 -24.4833 0.365 -0.161 -0.358
H -15.2748 -2.5244 -23.2032 0.048 -0.689 0.154
H -16.8641 -1.8732 -22.9062 -0.190 -0.360 0.501
C -27.4834 -1.2752 -18.3365 0.327 2.173 0.087
O -27.6018 -2.6313 -18.6203 1.278 -1.515 -0.715
C -28.6606 -3.2228 -17.9060 -1.440 -0.306 1.097
C -28.9233 -4.7278 -18.1488 0.828 0.892 0.353
N -27.9057 -5.5952 -17.4721 0.291 -1.094 -2.511
C -27.9324 -7.0360 -18.0159 0.557 -0.131 2.733
C -27.3088 -7.9826 -16.9034 -1.573 0.458 -0.714
O -27.1427 -9.2658 -17.4404 0.723 -0.471 -0.742
C -25.8921 -9.4903 -18.1417 -0.712 0.337 1.391
H -27.3834 -1.0012 -17.2862 0.742 -0.696 0.394
H -28.3217 -0.6128 -18.5520 -0.725 -0.684 -0.815
H -26.6703 -0.8757 -18.9426 0.170 -0.077 0.256
H -29.5600 -2.6812 -18.1988 -0.255 -0.035 -0.043
H -28.4953 -2.9814 -16.8559 -0.062 -0.287 0.331
H -28.9963 -4.7626 -19.2358 0.530 -0.903 -0.116
H -29.9003 -5.0362 -17.7769 -0.256 0.550 -0.022
H -28.2804 -5.7608 -16.5489 0.214 0.438 0.437
H -27.4190 -7.3187 -18.9350 -0.277 0.976 -0.268
H -28.9562 -7.4038 -17.9465 -0.177 0.205 -1.090
H -28.1263 -8.0987 -16.1918 0.114 -0.110 0.336
H -26.4908 -7.5554 -16.3233 0.690 -0.079 -0.401
H -25.8092 -10.5425 -18.4140 -0.260 0.110 0.150
H -25.1682 -9.2385 -17.3668 0.777 -0.073 -0.450
H -25.7582 -8.8886 -19.0407 -0.125 0.206 0.012
C -16.4913 -13.3070 -21.3008 0.268 1.689 -0.121
O -16.8049 -11.8801 -21.1132 0.330 -1.071 -0.332
C -18.0459 -11.7048 -20.4962 -1.776 -0.721 0.439
C -19.3796 -12.1312 -21.2745 1.693 0.125 -0.116
N -19.5386 -11.4845 -22.5524 -1.603 0.442 -0.427
C -20.8623 -11.8868 -23.1042 0.045 -0.079 -0.827
C -20.9786 -11.5858 -24.5628 2.272 -0.247 -1.430
O -19.8454 -12.2470 -25.2339 -1.166 0.732 -0.300
C -19.9361 -12.2213 -26.6800 0.006 -0.281 1.005
H -16.6654 -13.8091 -20.3492 -0.733 -0.461 -0.374
H -15.4283 -13.4675 -21.4809 0.093 0.681 -0.087
H -16.9960 -13.5782 -22.2281 -0.355 -0.880 0.515
H -18.0665 -10.6971 -20.0811 -0.208 0.286 -0.582
H -18.1363 -12.3327 -19.6099 0.363 -0.336 0.414
H -20.2955 -12.0075 -20.6967 0.266 0.408 0.472
H -19.3509 -13.1964 -21.5036 0.278 -0.525 0.594
H -18.8094 -11.8397 -23.1542 -0.045 0.070 -0.411
H -21.6967 -11.3084 -22.7076 0.167 0.013 0.850
H -21.1122 -12.9453 -23.0324 0.279 -0.351 0.664
H -20.8546 -10.5052 -24.6334 -0.045 0.289 -0.598
H -21.8773 -11.9125 -25.0860 -0.342 0.012 0.520
H -18.9610 -12.5725 -27.0177 -0.143 0.304 -0.223
H -20.2189 -11.2421 -27.0663 0.446 0.308 0.086
H -20.7021 -12.8931 -27.0674 -0.103 -0.337 0.248
C -23.5808 -12.9515 -9.1712 0.397 -0.368 0.601
C -23.7679 -11.9350 -10.3086 -1.609 -0.792 0.072
C -22.7115 -12.0528 -11.4024 -0.447 -0.091 2.323
O -22.5865 -13.4288 -11.8842 0.065 2.441 0.498
C -21.4700 -13.5674 -12.7300 -0.018 -2.761 0.525
N -25.0954 -12.1921 -10.9171 0.580 -0.081 0.100
H -24.2363 -12.8780 -8.3034 -0.916 0.501 -0.680
H -22.6650 -12.8612 -8.5871 0.748 -0.046 -0.773
H -23.7174 -13.9655 -9.5472 0.225 -0.103 0.000
H -23.7244 -10.9494 -9.8452 0.074 0.253 -0.476
H -21.8003 -11.6913 -10.9259 0.828 -0.279 -0.842
H -23.0230 -11.4834 -12.2782 0.259 0.113 -0.347
H -21.8045 -13.1938 -13.6978 0.323 0.373 -0.284
H -21.4311 -14.6557 -12.7778 0.355 -0.094 -0.666
H -20.5266 -13.2420 -12.2917 -0.243 0.888 -0.189
H -25.4182 -11.4691 -11.5441 -0.008 0.600 0.212
H -24.9214 -12.9597 -11.5501 -0.600 -0.680 0.050

=====

91
Properties=species:S:1:pos:R:3:forces:R:3 method="wB97M-V/def2-TZVPD" multiplicity=3 total_charge=+2 gap_ev="7.683 / 8.050" energy_ev=-71825.9451
Mo -0.1139 -0.4613 -0.2040 0.657 -0.527 0.822
C -0.1311 -0.5925 3.7719 0.029 -0.169 0.085
O -0.7872 -0.1510 2.5914 -0.098 0.074 -0.504
C -1.4836 1.0745 2.7235 -0.293 0.134 -0.287
C -2.4794 1.1539 1.5681 -0.126 -0.316 0.859
O -1.8743 1.2509 0.2792 0.609 -0.558 -0.391
C -1.6751 2.5933 -0.1864 0.227 0.443 -0.738
C -1.9872 2.6523 -1.6813 -0.121 0.004 0.461
O -1.2601 1.6521 -2.3706 -0.049 -0.207 0.259
C -1.3008 1.8877 -3.7717 0.014 0.039 -0.139
H -0.8573 -0.8159 4.5586 0.015 0.051 -0.062
H 0.5790 0.1536 4.1406 -0.020 0.033 0.007
H 0.4086 -1.4997 3.5057 -0.011 0.033 0.094
H -0.7832 1.9226 2.6951 -0.138 -0.108 0.135
H -2.0352 1.0917 3.6722 -0.009 0.065 -0.127
H -3.1592 1.9971 1.7253 0.063 -0.106 -0.123
H -3.0562 0.2282 1.5396 0.002 0.246 0.105
H -0.6460 2.9098 0.0232 -0.269 -0.105 -0.051
H -2.3596 3.2767 0.3291 0.094 -0.199 -0.024
H -1.7147 3.6457 -2.0626 -0.036 -0.025 0.114
H -3.0605 2.5009 -1.8550 0.081 0.071 0.028
H -0.7441 2.7971 -4.0193 0.057 -0.037 -0.030
H -2.3245 2.0111 -4.1294 -0.063 -0.030 0.076
H -0.8624 1.0269 -4.2618 0.099 -0.046 -0.090
C 2.1523 -3.0013 -0.2055 0.882 -0.119 0.487
O 0.9024 -2.4578 -0.5804 -1.052 1.149 -0.049
Si -0.4790 -3.4763 -0.5575 0.145 -0.810 -0.158
C -0.4136 -4.5019 1.0506 -0.208 0.741 -0.549
C -0.1457 -4.7077 -1.9853 -0.380 0.632 0.498
C -1.6272 -1.9328 -0.6618 0.151 -0.394 0.121
Si -2.4255 -1.8643 -2.4721 -0.167 0.391 -0.802
C -3.5993 -0.3743 -2.6462 0.457 -0.487 0.226
C -3.4731 -3.3616 -3.0168 0.480 0.294 0.599
C -1.0027 -1.7129 -3.7463 -0.527 -0.064 0.704
Si -3.1602 -2.3579 0.5182 -0.778 0.012 0.745
C -4.7190 -1.2941 0.2000 0.664 -0.290 -0.104
C -3.6795 -4.1710 0.2164 0.415 0.510 0.025
C -2.8957 -2.2815 2.4190 0.135 0.128 -0.681
H 2.2454 -3.9991 -0.6373 0.002 0.024 -0.050
H 2.2239 -3.0727 0.8842 0.053 0.035 -0.188
H 2.9561 -2.3740 -0.5844 -0.119 -0.094 0.019
H 0.5614 -4.9673 1.1737 0.186 -0.012 -0.168
H -1.1389 -5.3074 1.0268 -0.183 -0.143 -0.111
H -0.6126 -3.9195 1.9428 0.006 0.114 0.144
H 0.3773 -5.5874 -1.6155 0.042 -0.027 0.228
H 0.4610 -4.2776 -2.7782 0.038 0.184 -0.052
H -1.0595 -5.0681 -2.4406 -0.216 -0.106 -0.104
H -4.6317 -0.6864 -2.5659 -0.234 -0.152 0.045
H -3.4904 0.0772 -3.6238 0.133 0.080 -0.282
H -3.4229 0.3816 -1.8937 0.048 0.157 0.131
H -4.3935 -3.4542 -2.4520 -0.194 0.034 0.139
H -2.9643 -4.3171 -2.9672 0.115 -0.153 0.011
H -3.7512 -3.2106 -4.0570 0.039 0.233 -0.188
H -1.3678 -1.2499 -4.6579 -0.114 0.146 -0.113
H -0.1888 -1.1151 -3.3435 0.177 0.111 -0.062
H -0.6146 -2.6848 -4.0288 0.142 -0.203 0.043
H -5.2687 -1.6577 -0.6602 -0.072 -0.080 -0.224
H -4.5468 -0.2344 0.0496 0.065 0.162 -0.038
H -5.3856 -1.3994 1.0511 -0.013 -0.118 0.275
H -3.1621 -4.6579 -0.6001 0.072 -0.200 -0.273
H -4.7434 -4.2241 0.0098 -0.199 0.101 -0.145
H -3.5142 -4.7614 1.1102 0.131 -0.070 0.211
H -3.1136 -1.3136 2.8527 0.009 0.200 0.028
H -1.9048 -2.5716 2.7434 0.166 -0.042 0.087
H -3.6003 -2.9723 2.8711 -0.194 -0.255 -0.081
O 0.7845 1.3675 0.8108 -0.531 0.071 -0.468
C 1.5087 0.5974 1.4732 0.779 1.299 1.213
O 1.4807 -0.6233 1.2398 -0.676 -1.376 -0.952
H 2.1785 1.0017 2.2532 -0.170 -0.185 -0.173
C 2.4758 3.0967 -2.9132 0.044 -0.159 0.022
C 1.6139 2.4573 -1.8306 -0.281 -0.069 0.177
P 1.9023 0.6455 -1.5320 0.739 0.804 -1.003
C 3.5733 0.8871 -0.7263 -0.275 -0.437 0.313
C 4.4199 -0.2967 -0.2895 -0.041 0.029 0.038
C 2.3098 0.0006 -3.2174 -0.301 -0.237 0.301
C 2.5787 -1.4997 -3.2962 -0.059 0.005 0.009
H 2.2349 4.1550 -2.9796 -0.046 0.061 0.003
H 2.2817 2.6486 -3.8829 0.056 0.047 -0.151
H 3.5377 3.0274 -2.6935 0.098 0.004 -0.085
H 0.5676 2.5824 -2.0857 0.043 0.008 0.089
H 1.7878 2.9579 -0.8735 -0.076 -0.148 -0.039
H 3.4097 1.5481 0.1302 -0.010 0.083 -0.183
H 4.1379 1.4590 -1.4698 -0.289 0.018 0.015
H 3.9547 -0.8446 0.5267 0.067 -0.067 -0.009
H 5.3786 0.0793 0.0611 0.068 -0.016 0.051
H 4.6270 -0.9690 -1.1160 0.025 -0.146 -0.050
H 3.1760 0.5456 -3.5969 -0.104 0.171 0.129
H 1.4565 0.2541 -3.8537 0.048 0.095 0.045
H 3.5908 -1.7418 -2.9857 0.080 -0.035 0.077
H 2.4705 -1.8253 -4.3271 0.004 -0.103 -0.063
H 1.8782 -2.0591 -2.6799 -0.007 -0.098 -0.128